# C30H32N5PPtSe

A structure of composition C30H32N5PPtSe at a distorted geometry (ωB97M-V with the def2-TZVPD basis set, the OMol25 dataset).

Last column: natural (NBO) charge in e.
Geometry (Å):
Pt1 -0.934 0.152 1.106  0.578
N1 1.515 -1.323 2.276  -0.891
P1 1.388 -0.491 0.739  1.127
C1 3.210 -0.259 0.556  -0.381
C2 4.108 -1.328 0.603  -0.152
C3 5.471 -1.102 0.476  -0.231
C4 5.949 0.192 0.285  -0.198
C5 5.063 1.258 0.226  -0.195
C6 3.695 1.033 0.364  -0.198
C7 1.185 -1.883 -0.446  -0.373
C8 1.573 -1.699 -1.774  -0.139
C9 1.451 -2.730 -2.697  -0.227
C10 0.949 -3.965 -2.298  -0.221
C11 0.554 -4.152 -0.979  -0.211
C12 0.656 -3.111 -0.061  -0.217
C13 0.493 -1.486 3.169  0.409
C14 0.729 -1.947 4.475  -0.288
C15 -0.333 -2.112 5.326  -0.138
C16 -1.625 -1.830 4.878  -0.301
C17 -1.776 -1.381 3.593  0.079
N2 -0.744 -1.194 2.741  -0.538
H1 2.439 -1.493 2.637  0.412
H2 3.740 -2.344 0.720  0.210
H3 6.162 -1.937 0.513  0.217
H4 7.013 0.364 0.177  0.217
H5 5.431 2.265 0.073  0.220
H6 2.999 1.866 0.330  0.239
H7 1.983 -0.742 -2.087  0.215
H8 1.761 -2.575 -3.724  0.216
H9 0.871 -4.778 -3.011  0.214
H10 0.162 -5.113 -0.662  0.214
H11 0.335 -3.266 0.963  0.223
H12 1.744 -2.156 4.791  0.218
H13 -0.165 -2.462 6.337  0.221
H14 -2.490 -1.956 5.514  0.229
H15 -2.750 -1.161 3.188  0.216
C18 -2.840 -3.044 -1.668  -0.401
N3 -3.048 -1.667 -2.101  -0.350
C19 -3.003 -1.214 -3.408  -0.079
C20 -3.275 0.103 -3.370  -0.051
N4 -3.487 0.436 -2.045  -0.332
C21 -3.836 1.770 -1.548  -0.417
C22 -3.341 -0.650 -1.262  0.284
Se1 -3.549 -0.747 0.579  -0.268
H16 -2.680 -3.656 -2.552  0.208
H17 -3.711 -3.395 -1.121  0.224
H18 -1.974 -3.100 -1.018  0.236
H19 -2.773 -1.862 -4.237  0.230
H20 -3.333 0.831 -4.162  0.232
H21 -3.871 2.446 -2.398  0.207
H22 -3.074 2.090 -0.844  0.278
H23 -4.808 1.733 -1.059  0.213
C23 -2.022 3.202 1.833  -0.631
C24 -1.174 3.687 0.687  -0.069
C25 -0.884 5.041 0.569  -0.215
C26 -0.102 5.542 -0.465  -0.273
C27 0.401 4.658 -1.414  -0.222
C28 0.117 3.301 -1.350  -0.056
C29 0.652 2.334 -2.373  -0.603
C30 -0.687 2.778 -0.296  0.101
N5 -0.994 1.447 -0.366  -0.843
H24 -2.343 4.041 2.454  0.206
H25 -1.472 2.509 2.467  0.207
H26 -2.910 2.665 1.487  0.216
H27 -1.282 5.723 1.315  0.194
H28 0.109 6.603 -0.532  0.200
H29 1.025 5.029 -2.223  0.195
H30 1.290 2.843 -3.100  0.194
H31 -0.161 1.832 -2.906  0.212
H32 1.228 1.535 -1.890  0.196

Computed properties:
ΔE to the lowest compared entry with this formula, charge and spin in kcal/mol: 34.4
Maximum force in eV Å⁻¹: 1.536
E_HOMO (alpha / beta) in eV: -5.12 / -5.15
E_LUMO (alpha / beta) in eV: -0.0862 / 0.0790
Total energy in eV: -116960.74627

# C30H33As2N9O3SV

A structure of composition C30H33As2N9O3SV (ωB97M-V with the def2-TZVPD basis set, the OMol25 dataset).

Last column: Löwdin spin population.
Geometry (Å):
V1 -0.461 -0.954 -0.622  2.659
N1 -2.675 2.428 2.488  0.000
C1 -2.652 1.549 1.399  -0.002
S1 -3.164 2.150 -0.099  0.000
N2 -2.235 0.355 1.744  -0.002
N3 -2.000 -0.589 0.760  0.005
C2 -2.864 -1.543 0.775  0.076
C3 -2.604 -2.760 0.019  0.035
C4 -3.468 -3.850 0.026  0.004
C5 -3.120 -4.983 -0.684  0.029
C6 -1.917 -5.002 -1.378  0.006
C7 -1.113 -3.879 -1.343  0.029
N4 -1.447 -2.779 -0.665  0.023
H1 -3.339 3.174 2.353  0.000
H2 -2.750 1.962 3.381  0.000
H3 -3.769 -1.435 1.363  0.003
H4 -4.392 -3.793 0.585  -0.001
H5 -3.775 -5.844 -0.694  0.002
H6 -1.604 -5.870 -1.940  0.000
H7 -0.165 -3.836 -1.865  0.001
N5 2.451 -0.942 -3.706  0.006
C8 1.148 -0.983 -3.444  0.008
N6 0.972 -1.413 -2.212  0.006
C9 2.245 -1.602 -1.737  0.006
N7 3.181 -1.320 -2.622  0.000
C10 2.432 -2.117 -0.405  0.003
C11 3.458 -2.949 -0.031  0.000
N8 3.429 -3.763 1.035  0.000
C12 2.169 -3.924 1.528  0.001
C13 1.113 -3.126 1.240  0.006
N9 1.363 -1.867 0.559  0.019
H8 2.912 -0.649 -4.549  0.000
H9 0.370 -0.696 -4.134  0.000
H10 4.329 -3.018 -0.679  0.000
H11 2.001 -4.809 2.136  0.000
H12 0.091 -3.336 1.525  0.001
C14 3.286 -1.289 3.054  0.003
As1 1.947 -0.587 1.859  0.009
C15 0.468 -0.379 3.057  0.004
C16 2.789 0.879 0.942  0.001
C17 4.044 0.539 0.430  0.000
C18 4.735 1.438 -0.365  0.000
C19 4.173 2.675 -0.637  0.000
C20 2.942 3.019 -0.097  0.000
C21 2.221 2.134 0.697  0.000
As2 0.519 2.630 1.554  0.001
C22 1.378 3.457 3.125  0.000
C23 0.094 4.276 0.606  0.000
H13 4.185 -1.605 2.539  0.000
H14 2.854 -2.136 3.581  0.000
H15 3.492 -0.478 3.755  0.000
H16 0.854 0.086 3.964  0.000
H17 0.157 -1.403 3.280  0.000
H18 -0.366 0.173 2.624  0.001
H19 4.480 -0.432 0.624  0.000
H20 5.699 1.166 -0.772  0.000
H21 4.701 3.383 -1.264  0.000
H22 2.529 3.998 -0.305  0.000
H23 2.031 4.281 2.836  0.000
H24 1.966 2.707 3.656  0.000
H25 0.599 3.825 3.793  0.000
H26 0.839 5.053 0.777  0.000
H27 -0.879 4.599 0.973  0.000
H28 -0.013 4.067 -0.454  0.000
O1 -2.802 1.744 -3.751  0.001
C24 -1.660 2.466 -3.809  0.002
C25 -1.530 3.528 -4.705  0.000
C26 -0.362 4.263 -4.765  0.003
C27 0.707 3.950 -3.934  0.000
C28 0.572 2.904 -3.040  0.002
C29 -0.602 2.156 -2.951  0.000
C30 -0.644 1.043 -1.965  0.023
O2 0.217 1.029 -1.026  0.017
O3 -1.424 0.064 -2.099  0.010
H29 -3.466 2.168 -4.306  0.000
H30 -2.364 3.772 -5.354  0.000
H31 -0.287 5.083 -5.468  0.000
H32 1.626 4.517 -3.980  0.000
H33 1.386 2.628 -2.382  0.000

Computed properties:
Multiplicity: 4
ΔE to the lowest compared entry with this formula, charge and spin in kcal/mol: 82.6
Maximum force in eV Å⁻¹: 0.970
E_HOMO (alpha / beta) in eV: -6.72 / -6.74
E_LUMO (alpha / beta) in eV: -0.0826 / -0.3471
Total energy in eV: -209398.59319

# C30H33Cl2N5O5PdS2

A structure of composition C30H33Cl2N5O5PdS2 at a distorted geometry (ωB97M-V with the def2-TZVPD basis set, the OMol25 dataset).

Last column: Löwdin charge in e.
Geometry (Å):
Pd1 1.480 -0.274 -1.179  0.259
N1 3.420 4.047 5.934  0.050
C1 2.363 3.432 5.230  -0.344
C2 1.169 4.119 5.028  -0.055
C3 0.098 3.557 4.350  -0.061
C4 0.209 2.262 3.884  -0.289
C5 1.377 1.546 4.120  -0.067
C6 2.448 2.106 4.782  -0.043
S1 -1.145 1.339 3.157  0.565
O1 -1.279 0.254 4.110  -0.350
O2 -2.300 2.188 3.017  -0.335
N2 -0.541 0.767 1.785  -0.066
C7 -0.351 1.700 0.852  -0.480
N3 -0.042 1.298 -0.440  0.046
C8 -0.384 2.212 -1.327  -0.178
C9 -0.879 3.494 -1.087  -0.083
C10 -0.809 3.891 0.237  -0.155
N4 -0.507 3.001 1.163  0.082
H1 3.457 5.077 5.800  0.090
H2 4.308 3.624 5.665  0.073
H3 1.037 5.130 5.378  0.094
H4 -0.819 4.037 4.121  0.097
H5 1.449 0.490 3.817  0.123
H6 3.378 1.577 4.874  0.096
H7 -0.274 1.850 -2.329  0.094
H8 -1.160 4.120 -1.939  0.087
H9 -0.984 4.911 0.640  0.108
C11 3.525 2.759 -1.349  -0.116
C12 4.561 2.158 -2.306  -0.295
C13 4.891 0.711 -1.975  -0.332
S2 3.525 -0.588 -1.920  0.751
O3 4.349 -1.773 -1.418  -0.561
C14 3.432 -0.869 -3.699  -0.368
C15 2.209 -1.703 -3.974  -0.320
C16 2.488 -3.140 -3.584  -0.130
H10 3.233 3.802 -1.541  0.074
H11 3.889 2.737 -0.357  0.055
H12 2.625 2.163 -1.357  0.015
H13 5.530 2.692 -2.384  0.102
H14 4.178 2.155 -3.337  0.090
H15 5.230 0.617 -0.912  0.095
H16 5.599 0.234 -2.593  0.055
H17 4.375 -1.425 -3.896  0.096
H18 3.468 0.106 -4.189  0.082
H19 1.992 -1.727 -5.021  0.095
H20 1.349 -1.296 -3.429  0.066
H21 3.385 -3.481 -4.069  0.057
H22 1.666 -3.830 -3.866  0.079
H23 2.629 -3.264 -2.499  0.060
Cl1 -4.955 -1.748 1.952  0.697
C17 -3.354 -2.403 2.169  -0.573
C18 -3.085 -2.962 3.412  -0.119
C19 -1.899 -3.671 3.580  -0.089
C20 -1.067 -3.872 2.481  -0.126
C21 -1.344 -3.265 1.262  -0.589
Cl2 -0.157 -3.472 0.036  0.721
C22 -2.479 -2.443 1.079  -0.292
N5 -2.736 -1.763 -0.128  0.077
C23 -3.700 -2.218 -1.008  -0.237
C24 -4.188 -3.525 -0.882  -0.048
C25 -5.182 -3.988 -1.710  -0.118
C26 -5.555 -3.181 -2.786  -0.128
C27 -4.974 -1.925 -2.962  -0.051
C28 -4.045 -1.376 -2.075  -0.147
C29 -3.357 -0.041 -2.283  -0.062
C30 -2.006 -0.301 -3.007  -0.695
O4 -1.181 -1.018 -2.381  -0.100
O5 -1.886 0.170 -4.174  -0.082
H24 -3.854 -2.934 4.191  0.100
H25 -1.600 -4.142 4.487  0.086
H26 -0.179 -4.442 2.581  0.081
H27 -1.953 -1.305 -0.608  0.098
H28 -3.801 -4.168 -0.120  0.103
H29 -5.600 -4.970 -1.539  0.085
H30 -6.270 -3.557 -3.544  0.087
H31 -5.261 -1.310 -3.809  0.105
H32 -3.215 0.426 -1.304  0.113
H33 -3.967 0.611 -2.880  0.095

Computed properties:
Maximum force in eV Å⁻¹: 2.695
E_HOMO in eV: -2.03
E_LUMO in eV: 4.1882
Net charge: -2
Total energy in eV: -99529.82953